Computed, not measured: 16 unconnected molecules or ions with the total composition C31H35BrCl45FN2O3PS2 at a distorted geometry, with ωB97M-V/def2-TZVPD.

Output
DFT total energy, a.u.: -26057.40993
Frontier orbital gap, eV: 7.24
Total charge: +1

Element x y z (Å)
C1 0.589 3.612 -0.723
C2 -0.382 3.570 -1.919
C3 -0.195 2.353 -2.867
C4 -1.525 1.696 -3.253
N1 -1.961 0.537 -2.414
C5 -1.450 0.465 -1.126
C6 -2.041 1.113 -0.042
S1 -3.507 2.128 -0.100
O1 -4.491 1.534 0.727
O2 -3.089 3.449 0.214
F1 -3.984 2.096 -1.555
C7 -1.491 0.995 1.227
C8 -0.371 0.220 1.428
P1 0.344 0.034 3.158
O3 1.751 0.867 3.044
Br1 -0.989 1.205 4.470
N2 0.208 -0.412 0.385
C9 1.402 -1.257 0.626
C10 1.030 -2.689 0.958
C11 1.824 -3.700 0.419
C12 1.556 -5.039 0.676
C13 0.483 -5.398 1.490
C14 -0.331 -4.395 2.004
C15 -0.064 -3.056 1.736
C16 -0.303 -0.306 -0.855
S2 0.490 -1.152 -2.195
H1 1.453 2.970 -0.863
H2 0.050 3.362 0.191
H3 0.923 4.636 -0.578
H4 -1.422 3.607 -1.611
H5 -0.228 4.470 -2.508
H6 0.202 2.757 -3.796
H7 0.545 1.645 -2.504
H8 -2.315 2.434 -3.326
H9 -1.403 1.306 -4.259
H10 -1.886 -0.333 -2.908
H11 -1.976 1.532 2.031
H12 2.072 0.996 3.947
H13 2.038 -0.790 1.372
H14 2.001 -1.316 -0.273
H15 2.653 -3.448 -0.231
H16 2.163 -5.831 0.262
H17 0.309 -6.443 1.697
H18 -1.181 -4.673 2.615
H19 -0.749 -2.337 2.162
H20 -0.511 -1.951 -2.607
C17 4.899 -3.276 -2.567
Cl1 5.928 -2.601 -1.303
Cl2 4.837 -5.032 -2.460
Cl3 3.270 -2.595 -2.465
H21 5.314 -3.006 -3.528
C18 -2.265 4.472 -6.412
Cl4 -1.415 2.921 -6.480
Cl5 -2.719 4.877 -4.752
Cl6 -1.278 5.750 -7.111
H22 -3.171 4.384 -6.996
C19 3.934 -2.794 -6.816
Cl7 3.545 -4.461 -7.214
Cl8 2.777 -2.140 -5.644
Cl9 5.594 -2.658 -6.226
H23 3.857 -2.199 -7.715
C20 4.769 -7.285 -10.005
Cl10 3.752 -7.479 -8.576
Cl11 4.004 -6.210 -11.177
Cl12 6.364 -6.683 -9.557
H24 4.889 -8.256 -10.466
C21 -0.579 3.985 7.769
Cl13 0.834 3.177 7.070
Cl14 -0.354 5.735 7.739
Cl15 -2.046 3.510 6.911
H25 -0.680 3.670 8.799
C22 2.606 0.861 9.309
Cl16 1.207 0.336 10.243
Cl17 3.683 1.850 10.290
Cl18 3.461 -0.526 8.623
H26 2.251 1.458 8.483
C23 5.129 -0.596 -10.225
Cl19 4.739 -2.272 -10.620
Cl20 3.969 0.055 -9.060
Cl21 6.772 -0.467 -9.605
H27 5.060 -0.008 -11.131
C24 -0.071 -0.389 -8.886
Cl22 0.784 -1.929 -8.920
Cl23 -0.545 0.023 -7.231
Cl24 0.913 0.895 -9.582
H28 -0.972 -0.486 -9.477
C25 -0.551 5.373 2.971
Cl25 0.288 3.811 3.013
Cl26 -1.009 5.839 4.606
Cl27 0.458 6.597 2.211
H29 -1.453 5.259 2.383
C26 -4.966 2.109 4.013
Cl28 -4.226 0.505 3.993
Cl29 -5.377 2.575 5.661
Cl30 -3.884 3.308 3.291
H30 -5.875 2.072 3.428
C27 -8.822 4.027 7.044
Cl31 -7.504 4.194 8.206
Cl32 -10.222 3.259 7.790
Cl33 -9.255 5.593 6.359
H31 -8.478 3.391 6.239
C28 -4.093 -6.593 4.241
Cl34 -5.734 -5.971 4.139
Cl35 -2.958 -5.478 3.450
Cl36 -3.618 -6.873 5.913
H32 -4.053 -7.537 3.713
C29 4.440 8.224 3.456
Cl37 4.356 8.819 1.797
Cl38 4.127 9.524 4.604
Cl39 3.304 6.892 3.694
H33 5.440 7.853 3.631
C30 5.446 -3.106 6.497
Cl40 6.057 -2.626 4.911
Cl41 3.838 -3.823 6.353
Cl42 6.559 -4.217 7.287
H34 5.366 -2.217 7.108
C31 -7.163 -5.528 0.027
Cl43 -7.616 -7.204 -0.275
Cl44 -8.442 -4.678 0.894
Cl45 -5.644 -5.443 0.925
H35 -7.020 -5.039 -0.927

Löwdin population analysis, charges in e, atoms 1 to 2:
1 C -0.08
2 C -0.23